No. 1
A molecular structure, C3H6Br3OP, computed with ωB97M-V/def2-TZVPD.

The total energy is -224670.31783 eV.

Geometry as ORCA input:
```
! wB97M-V def2-TZVPD RIJCOSX def2/J DEFGRID3
* xyz 0 1
C 0.2456 -0.2694 -1.6131
C -0.2459 0.1827 0.7820
C -0.8260 -0.1121 -0.5647
O -2.1337 -2.0304 -1.9968
P -1.7701 -1.8045 -0.6098
Br -2.2154 1.0763 -1.1621
Br -0.1499 -3.2812 -0.1064
Br -5.0525 0.4391 1.9933
H 0.5186 0.8263 -1.6590
H -0.3270 -0.6299 -2.5365
H 1.1810 -0.8470 -1.4072
H -0.0663 1.1831 1.2176
H -0.9003 -0.3620 1.5225
H 0.6305 -0.5380 0.7660
*
```



No. 2
C4H3NO3 in the gas phase, computed with ωB97M-V/def2-TZVPD.

The total energy is -11825.17223 eV. As for the SMILES: O=C1N=C/C(=C\O)O1.

Geometry as ORCA input:
```
! wB97M-V def2-TZVPD RIJCOSX def2/J DEFGRID3
* xyz 0 1
C -0.8866 1.0798 0.2526
C 0.1585 0.2680 0.2180
C 1.9883 -1.0290 0.2207
C -0.0069 -0.8190 -0.6555
H -2.5314 1.5362 -0.0171
H -1.1419 1.7399 1.2741
H -0.9864 -0.6483 -1.4157
N 1.0056 -1.8274 -0.5702
O -1.9597 1.0168 -0.6878
O 1.2164 -0.1089 1.0391
O 3.1440 -1.2081 0.3417
*
```



For reference, energy relative to the best compared isomer or geometry (same formula, charge and spin) by record: 3.4120; 4.3612 eV.